[1]
Here is 2 unconnected molecules or ions with the total composition C3H8ClN3 from OMol25. Energies are from the ωB97M-V functional and the def2-TZVPD basis.

As for the max |F|: 4.55 eV/Å. The net charge is +2. The relative energy (zero: lowest compared OMol25 entry of this formula, charge and spin) comes out at 274.2 kJ/mol. Its frontier orbital gap is 8.3691 eV.

XYZ file:
```
15
C3H8ClN3 the ωB97M-V functional and the def2-TZVPD basis
C -1.785 -0.616 0.257
C 0.424 0.387 0.141
C 2.942 0.284 -0.565
N -2.711 -1.381 -0.312
N 0.232 1.402 0.898
N -0.537 -0.466 -0.238
Cl 4.217 0.605 0.355
H -2.030 -0.035 1.118
H 2.608 0.944 -1.338
H 2.570 -0.626 -0.540
H -3.617 -1.388 0.241
H -2.471 -1.859 -1.187
H 1.029 1.979 1.091
H -0.734 1.845 1.082
H -0.137 -1.076 -1.003
```

Löwdin population analysis, charges in e, atoms 1 to 5: atom 1 (C): -0.041, atom 2 (C): -0.147, atom 3 (C): -0.346, atom 4 (N): 0.248, atom 5 (N): 0.174

=====

[2]
Here is C3H6N4O in the gas phase from OMol25. Energies are from the ωB97M-V functional and the def2-TZVPD basis.

As for the max |F|: 7.48 eV/Å. The relative energy (zero: lowest compared OMol25 entry of this formula, charge and spin) comes out at 666.1 kJ/mol. As for the SMILES: N/N=c1\cc[nH]n1O. Its frontier orbital gap is 7.4984 eV.

XYZ file:
```
14
C3H6N4O the ωB97M-V functional and the def2-TZVPD basis
C -0.299 0.131 -0.454
C 0.155 -1.230 0.002
C 1.574 -1.205 -0.057
H -3.237 0.428 0.406
H -1.864 -0.792 0.688
H -0.705 -2.030 -0.249
H 2.351 -2.004 0.104
H 2.891 0.502 -0.215
H -0.371 2.395 0.429
N -2.406 -0.179 0.020
N -1.501 0.629 -0.376
N 1.902 0.202 0.047
N 0.838 0.947 -0.488
O 0.671 2.206 0.144
```

Löwdin population analysis, charges in e, atoms 1 to 5: atom 1 (C): -0.343, atom 2 (C): -0.037, atom 3 (C): -0.042, atom 4 (H): 0.144, atom 5 (H): 0.076

=====

[3]
Here is a molecular structure, C33H44AsBrKN4O6S from OMol25. Energies are from the ωB97M-V functional and the def2-TZVPD basis.

As for the max |F|: 2.40 eV/Å. The net charge is -1. The relative energy (zero: lowest compared OMol25 entry of this formula, charge and spin) comes out at 151.2 kJ/mol. Its frontier orbital gap is 6.5729 eV.

XYZ file:
```
91
C33H44AsBrKN4O6S the ωB97M-V functional and the def2-TZVPD basis
K -0.186 -0.297 0.007
Br 5.343 0.137 5.530
C 3.799 0.019 4.408
C 2.526 0.010 4.992
C 1.432 -0.096 4.182
C 1.507 -0.216 2.746
O 0.449 -0.374 2.081
C 2.839 -0.151 2.181
C 3.171 -0.155 0.782
N 2.385 -0.207 -0.232
C 2.884 -0.210 -1.529
C 4.224 -0.220 -1.884
C 4.658 -0.207 -3.216
C 3.762 -0.202 -4.247
C 2.383 -0.229 -3.957
C 1.407 -0.276 -4.978
C 0.083 -0.357 -4.655
C -0.268 -0.350 -3.291
N 0.606 -0.262 -2.326
C 1.927 -0.228 -2.609
C 3.944 -0.052 3.052
H 2.422 0.090 6.066
H 0.434 -0.100 4.604
H 4.256 -0.083 0.631
H 4.983 -0.242 -1.114
H 5.722 -0.211 -3.422
H 4.090 -0.197 -5.280
H 1.732 -0.261 -6.013
H -0.682 -0.424 -5.417
H -1.311 -0.418 -2.989
H 4.940 -0.025 2.623
C -1.527 6.685 0.921
C -1.424 5.200 0.576
C 0.024 4.745 0.480
S 0.207 2.963 0.044
O 1.672 2.732 0.124
C -0.212 3.141 -1.752
C 1.031 3.201 -2.624
C 1.763 4.541 -2.585
H -2.571 6.995 0.996
H -1.046 7.295 0.153
H -1.038 6.898 1.874
H -1.941 5.014 -0.368
H -1.941 4.599 1.324
H 0.524 4.818 1.447
H 0.594 5.315 -0.255
H -0.838 4.025 -1.878
H -0.809 2.254 -1.973
H 0.743 2.968 -3.653
H 1.721 2.432 -2.288
H 1.105 5.373 -2.852
H 2.596 4.531 -3.291
H 2.172 4.713 -1.590
C -6.499 -0.078 -2.792
C -5.047 -0.137 -2.316
C -4.845 -0.779 -0.914
C -5.448 -2.185 -0.861
C -5.286 -2.874 0.493
C -5.516 0.130 0.103
O -6.680 0.014 0.451
N -4.729 1.143 0.554
C -3.383 1.391 0.135
O -2.953 2.523 0.315
N -2.706 0.365 -0.401
C -3.316 -0.791 -0.698
O -2.688 -1.833 -0.896
H -6.579 0.572 -3.665
H -7.147 0.313 -2.008
H -6.863 -1.066 -3.074
H -4.632 0.874 -2.293
H -4.447 -0.711 -3.027
H -4.960 -2.787 -1.630
H -6.511 -2.110 -1.091
H -4.231 -2.987 0.734
H -5.741 -3.866 0.468
H -5.771 -2.296 1.281
H -5.153 1.840 1.145
C 0.231 -4.298 2.220
As -0.746 -3.244 0.900
C -1.882 -2.195 2.068
C -1.814 -4.610 0.011
O 0.309 -2.610 -0.154
H -0.425 -4.836 2.905
H 0.868 -3.614 2.783
H 0.865 -5.005 1.686
H -2.617 -2.859 2.522
H -2.380 -1.393 1.533
H -1.246 -1.762 2.836
H -2.561 -5.058 0.666
H -1.119 -5.374 -0.335
H -2.293 -4.138 -0.843
```

Löwdin population analysis, charges in e, atoms 1 to 5: atom 1 (K): 0.711, atom 2 (Br): 0.639, atom 3 (C): -0.712, atom 4 (C): -0.150, atom 5 (C): -0.021

=====

[4]
Here is 9 unconnected molecules or ions with the total composition C33H91N8O9 from OMol25. Energies are from the ωB97M-V functional and the def2-TZVPD basis.

As for the max |F|: 1.77 eV/Å. The net charge is -1. The relative energy (zero: lowest compared OMol25 entry of this formula, charge and spin) comes out at 0.0 kJ/mol. Its frontier orbital gap is 5.5110 eV.

XYZ file:
```
141
C33H91N8O9 the ωB97M-V functional and the def2-TZVPD basis
C -0.818 0.309 -0.326
O -0.566 -0.319 0.823
H -0.750 -0.291 -1.276
H -1.749 0.920 -0.372
H -0.023 1.103 -0.536
C 3.671 -1.042 5.764
C 2.625 -1.362 4.683
C 3.232 -1.498 3.312
O 2.223 -1.652 2.353
C 2.664 -1.246 1.087
N 1.809 -2.527 5.032
H 4.394 -0.290 5.432
H 4.194 -1.916 6.158
H 3.160 -0.591 6.622
H 1.928 -0.522 4.666
H 3.969 -2.320 3.249
H 3.770 -0.552 3.128
H 3.651 -1.636 0.791
H 2.713 -0.144 1.071
H 1.918 -1.507 0.339
H 2.354 -3.378 4.935
H 1.532 -2.488 6.007
C 3.206 -6.045 1.081
C 2.226 -4.910 1.336
C 1.343 -4.725 0.117
O 0.362 -3.766 0.350
C -0.305 -3.368 -0.831
N 1.420 -5.089 2.540
H 3.857 -5.826 0.228
H 2.707 -7.006 0.958
H 3.891 -6.114 1.934
H 2.742 -3.956 1.471
H 0.863 -5.683 -0.181
H 2.004 -4.446 -0.723
H -1.087 -2.685 -0.497
H -0.759 -4.223 -1.354
H 0.387 -2.786 -1.450
H 2.033 -5.126 3.349
H 0.986 -6.011 2.513
C -0.708 1.852 5.480
C -1.263 1.183 4.226
C -2.086 2.191 3.416
O -1.434 3.422 3.163
C -0.697 3.455 1.951
N -0.195 0.527 3.495
H -0.051 2.685 5.226
H -0.183 1.123 6.100
H -1.530 2.269 6.074
H -1.990 0.435 4.583
H -2.972 2.431 4.017
H -2.409 1.715 2.481
H -0.015 4.302 2.025
H -1.378 3.531 1.098
H -0.110 2.547 1.783
H -0.348 0.537 2.470
H 0.686 1.003 3.658
C 0.356 -0.254 -4.419
C 1.509 -1.089 -3.906
C 2.792 -0.885 -4.673
O 2.566 -1.018 -6.065
C 3.719 -0.732 -6.813
N 1.806 -0.844 -2.488
H 0.578 0.815 -4.342
H -0.552 -0.450 -3.845
H 0.109 -0.484 -5.461
H 1.252 -2.153 -3.971
H 3.526 -1.626 -4.329
H 3.210 0.111 -4.462
H 4.506 -1.473 -6.627
H 4.104 0.269 -6.583
H 3.420 -0.772 -7.860
H 2.335 0.019 -2.363
H 0.953 -0.674 -1.964
C -0.662 4.583 -1.480
C -0.725 4.431 -2.990
C -1.221 5.683 -3.671
O -2.512 5.998 -3.187
C -3.070 7.123 -3.805
N 0.634 4.096 -3.465
H -1.663 4.806 -1.111
H -0.082 5.454 -1.157
H -0.309 3.661 -1.020
H -1.358 3.563 -3.187
H -1.267 5.547 -4.762
H -0.527 6.511 -3.458
H -2.345 7.945 -3.891
H -3.895 7.487 -3.195
H -3.435 6.888 -4.814
H 1.243 4.902 -3.334
H 0.651 3.948 -4.472
C -2.903 -6.918 0.870
C -2.394 -5.478 1.069
C -3.472 -4.478 0.714
O -3.023 -3.203 1.064
C -3.770 -2.140 0.550
N -1.932 -5.325 2.449
H -3.085 -7.191 -0.177
H -3.881 -7.012 1.360
H -2.233 -7.661 1.302
H -1.606 -5.294 0.341
H -4.473 -4.740 1.102
H -3.597 -4.513 -0.388
H -4.849 -2.263 0.727
H -3.589 -1.999 -0.526
H -3.422 -1.247 1.069
H -2.726 -5.331 3.081
H -1.369 -6.136 2.670
C 2.827 3.161 -0.247
C 3.683 2.627 -1.366
C 4.666 1.561 -0.949
O 5.596 2.099 -0.036
C 6.443 1.113 0.479
N 2.837 2.096 -2.434
H 2.024 2.463 0.024
H 2.280 4.055 -0.567
H 3.396 3.410 0.647
H 4.282 3.489 -1.721
H 5.161 1.172 -1.852
H 4.108 0.739 -0.476
H 7.249 1.593 1.039
H 6.925 0.519 -0.311
H 5.931 0.427 1.165
H 3.381 1.984 -3.286
H 2.118 2.774 -2.695
C -4.699 1.724 -2.018
C -4.748 2.493 -0.697
C -5.293 1.623 0.429
O -6.532 1.019 0.125
C -7.637 1.711 0.629
N -3.442 2.960 -0.252
H -4.397 2.376 -2.841
H -5.654 1.242 -2.230
H -3.936 0.940 -1.952
H -5.400 3.367 -0.820
H -5.307 2.200 1.361
H -4.563 0.820 0.600
H -7.557 1.925 1.700
H -8.530 1.105 0.463
H -7.815 2.654 0.088
H -2.976 3.468 -0.997
H -2.843 2.142 -0.135
```

Löwdin population analysis, charges in e, atoms 1 to 5: atom 1 (C): -0.422, atom 2 (O): -0.328, atom 3 (H): 0.030, atom 4 (H): 0.018, atom 5 (H): 0.048

=====

[5]
Here is 4 unconnected molecules or ions with the total composition C13H26FNO7S from OMol25. Energies are from the ωB97M-V functional and the def2-TZVPD basis.

As for the max |F|: 6.91 eV/Å. As for the SMILES: C#C[C@@H]1C[C@@](F)(CCCCS(=O)(=O)O)C(=O)N1.CO.CO.CO. Its frontier orbital gap is 9.7712 eV.

XYZ file:
```
49
C13H26FNO7S the ωB97M-V functional and the def2-TZVPD basis
C -5.444 0.590 -1.832
C -4.907 -0.604 -2.054
C -3.893 -1.869 -2.259
C -3.119 -2.417 -0.919
C -2.239 -1.113 -0.451
F -3.146 -0.496 0.498
C -0.817 -1.374 0.261
C 0.131 -0.075 0.368
C -0.618 1.279 0.827
C 0.339 2.580 0.924
S 0.402 3.124 2.709
O 1.036 4.506 2.723
O -0.978 3.238 3.312
O 1.350 2.085 3.673
C -2.031 -0.464 -1.919
O -1.386 0.553 -2.324
N -2.702 -1.273 -3.004
H -5.997 1.576 -2.090
H -4.572 -2.598 -2.827
H -2.529 -3.309 -1.343
H -3.884 -2.664 -0.096
H -0.247 -2.257 -0.245
H -1.027 -1.742 1.349
H 0.604 0.099 -0.671
H 1.033 -0.211 1.098
H -1.216 1.073 1.809
H -1.434 1.537 0.037
H 1.372 2.417 0.449
H -0.164 3.458 0.348
H 0.789 1.296 3.922
H -3.212 -0.543 -3.551
C 1.767 -3.574 -2.165
O 0.483 -3.326 -1.609
H 2.508 -2.993 -1.615
H 2.005 -4.637 -2.080
H 1.776 -3.271 -3.214
H -0.153 -3.852 -2.114
C 3.749 -0.777 -4.312
O 4.574 -1.697 -3.614
H 2.778 -0.728 -3.817
H 4.210 0.213 -4.301
H 3.613 -1.114 -5.343
H 5.426 -1.720 -4.072
C 2.853 3.471 6.881
O 1.998 4.174 5.997
H 3.207 4.158 7.651
H 2.303 2.652 7.353
H 3.710 3.076 6.328
H 1.700 3.542 5.325
```

Löwdin population analysis, charges in e, atoms 1 to 5: atom 1 (C): 0.085, atom 2 (C): -0.058, atom 3 (C): -0.275, atom 4 (C): -0.037, atom 5 (C): -0.277

=====

LUMO energy for the records above, in order: -9.556; 0.406; 2.219; 2.232; 0.120 eV
HOMO for the records above, in order: -17.93; -7.09; -4.35; -3.28; -9.65 eV
E for the records above, in order: -742.7980; -411.9552; -7762.4138; -2426.9356; -1590.1218 Eh